No. 1
DFT (the ωB97M-V functional and the def2-TZVPD basis) results for a 2-piece molecular cluster, C5H8O overall.

Structure (XYZ):
```
14
Properties=species:S:1:pos:R:3:forces:R:3
C 1.67274 -0.57620 0.24803 0.03 -0.03 0.02
C 0.56144 0.38525 -0.13333 0.14 -0.01 0.05
C -0.57069 -0.05892 -1.13870 0.02 -0.05 -0.29
C -1.62488 0.34665 -0.09272 -0.08 0.21 -0.28
C -0.58848 0.55832 0.82332 -0.05 -0.12 -0.03
O -0.78690 0.36926 2.08073 -0.15 0.01 -0.14
H 2.22947 -0.19860 1.11216 -0.07 -0.05 -0.14
H 1.26398 -1.55696 0.51611 0.04 0.15 -0.04
H 2.37542 -0.71219 -0.58101 -0.11 0.02 0.12
H 0.95536 1.35905 -0.44647 -0.07 -0.12 0.06
H -0.58453 0.50322 -2.07935 0.00 -0.09 0.19
H -0.52872 -1.13165 -1.35936 -0.01 0.18 0.07
H -2.55558 0.88344 -0.24594 0.13 -0.13 0.09
H -1.75992 -0.12872 1.34446 0.18 0.02 0.31
```
Forces are in eV/Å.

- spin multiplicity = 1

No. 2
DFT (the ωB97M-V functional and the def2-TZVPD basis) results for a single C5H8O molecule.

Structure (XYZ):
```
14
Properties=species:S:1:pos:R:3:forces:R:3
C -1.93747 -1.55447 0.68380 -0.09 -0.06 0.08
C -1.00819 -1.01304 -0.30904 0.30 0.22 -0.34
C -0.22305 -0.50612 -1.07245 -0.33 -0.17 0.38
C 0.83021 0.29831 -1.72303 -0.05 -0.09 -0.16
O 1.27978 1.30908 -0.84799 0.00 0.18 -0.07
C 1.83719 0.83079 0.35893 0.14 -0.05 0.25
H -2.72423 -0.82983 0.91590 0.12 -0.07 -0.06
H -2.42202 -2.47470 0.34946 0.09 0.08 -0.08
H -1.40822 -1.78249 1.61507 -0.04 0.04 -0.14
H 0.45323 0.82011 -2.60862 -0.03 -0.15 0.16
H 1.66933 -0.33437 -2.05296 -0.17 -0.02 0.10
H 2.93159 0.91211 0.33319 -0.14 -0.02 -0.01
H 1.44787 1.44203 1.17959 0.13 -0.08 -0.10
H 1.55832 -0.21211 0.55019 0.06 0.17 0.00
```
Forces are in eV/Å.

- spin multiplicity = 1
- SMILES = CC#CCOC

No. 3
DFT (the ωB97M-V functional and the def2-TZVPD basis) results for a single C5H8O molecule.

Structure (XYZ):
```
14
Properties=species:S:1:pos:R:3:forces:R:3
O 2.69598 -0.46250 -0.44990 -0.19 0.27 -0.14
C 1.90781 0.35903 -0.04900 0.30 -0.39 -0.07
C 0.54971 -0.00395 0.47735 0.19 -0.05 -0.01
C -0.25682 -1.12316 -0.22029 0.06 -0.23 -0.07
C -1.46346 -0.16892 -0.36555 -0.12 -0.02 -0.04
C -0.63236 0.98471 0.24447 0.08 0.13 0.07
H 2.22293 1.41968 0.06146 -0.17 0.00 -0.09
H 0.85607 -0.30156 1.49401 -0.69 0.42 0.16
H 0.18761 -1.45438 -1.16022 -0.03 -0.01 0.08
H -0.44974 -1.99495 0.40936 0.11 0.08 -0.15
H -1.80202 -0.00759 -1.39290 0.04 0.01 0.18
H -2.32921 -0.44450 0.24235 0.14 -0.02 -0.09
H -0.40362 1.76160 -0.49615 0.12 -0.11 0.22
H -1.07817 1.46777 1.11674 0.17 -0.08 -0.04
```
Forces are in eV/Å.

- spin multiplicity = 1
- SMILES = O=CC1CCC1

No. 4
DFT (the ωB97M-V functional and the def2-TZVPD basis) results for a single C5H8O molecule in a non-equilibrium geometry.

Structure (XYZ):
```
14
Properties=species:S:1:pos:R:3:forces:R:3
C 2.95421 0.51870 0.33255 -0.47 -0.07 -0.21
C 1.79879 0.29580 0.59883 0.89 -0.21 0.61
C 0.36262 0.50517 0.49805 0.11 0.21 -0.75
C -0.67920 -0.58524 0.27339 -0.13 0.13 0.13
C -1.84089 0.06447 -0.47743 -0.04 -0.07 0.02
O -0.14126 -1.57731 -0.57361 0.13 -0.32 0.09
H 3.70974 0.90451 -0.31262 0.55 -0.29 0.44
H 0.58010 0.80274 -0.55213 -1.44 1.05 0.35
H 0.00155 1.28111 1.19570 0.20 -0.13 -0.64
H -1.05248 -1.02241 1.21295 0.18 0.03 -0.09
H -1.46582 0.53981 -1.39243 -0.06 -0.14 0.17
H -2.58333 -0.68442 -0.76212 0.07 0.05 0.10
H -2.32868 0.83565 0.12987 0.09 -0.17 -0.05
H 0.68466 -1.87860 -0.17098 -0.08 -0.06 -0.18
```
Forces are in eV/Å.

- spin multiplicity = 1
- SMILES = C#CC[C@@H](C)O

For each record above, in turn, the calculated relative energy (zero: lowest compared OMol25 entry of this formula, charge and spin) values are 98.8 59.3 30.6 71.3 kcal/mol.